1.
A 7-piece molecular cluster, H15NO6 overall in a non-equilibrium geometry. Source: the Open Molecules 2025 dataset; level of theory: ωB97M-V with the def2-TZVPD basis set.

Element x y z (Å)
N  -3.472428  -0.001580  -3.290040
H  -4.360718  -0.087710  -3.766220
H  -3.321273  1.024363  -3.261433
H  -2.687322  -0.174394  -4.098867
H  -2.025861  1.776091  -0.222104
H  -2.344111  1.247704  -1.546886
O  -1.546313  1.384079  -0.955331
H  -0.864713  -0.223978  2.781781
H  -0.308585  -0.250855  4.141678
O  -0.182553  0.153115  3.291750
H  1.811096  1.999481  -0.523612
H  2.177522  0.819644  0.335551
O  1.746840  1.007789  -0.466589
H  2.747975  -2.232087  -2.248994
H  1.567825  -1.641032  -1.502851
O  1.851190  -2.489616  -1.805743
H  1.655929  0.983490  2.822422
H  3.123208  1.339264  3.168072
O  2.643735  0.818267  2.585072
H  -1.018500  -0.633714  -0.086696
H  -1.275658  -1.949978  0.447363
O  -0.834128  -1.121788  0.674726

Forces on atoms 1 to 3 (eV/Å):
N 3.3 1.0 -2.8
H -0.3 -0.3 -0.1
H -0.5 -0.5 0.3

Computed properties:
relative energy (zero: lowest compared OMol25 entry of this formula, charge and spin) = 2.659 eV
expectation value of S² = 0.755
multiplicity = 2
net charge = +1
HOMO (alpha / beta) = -14.42 / -13.64 eV

2.
A 3-piece molecular cluster, C2BrFNO4 overall in a non-equilibrium geometry. Source: the Open Molecules 2025 dataset; level of theory: ωB97M-V with the def2-TZVPD basis set.

Element x y z (Å)
C  -2.299556  -0.838268  -0.108891
C  1.366691  -0.505222  -0.668661
N  0.540716  1.204613  0.279154
O  -2.742895  -0.319158  0.806126
O  -1.957727  -1.351163  -1.076564
O  1.384712  1.963568  0.736722
O  -0.685278  1.392571  0.055183
F  1.094004  -1.419147  0.329677
Br  3.299334  -0.127791  -0.352747

Forces on atoms 1 to 3 (eV/Å):
C 0.0 0.2 -0.8
C -0.9 0.1 1.2
N 0.6 -2.0 -1.6

Computed properties:
relative energy (zero: lowest compared OMol25 entry of this formula, charge and spin) = 1.069 eV
net charge = -1
HOMO = -4.05 eV

3.
A 4-piece molecular cluster, C17H32IN2O9 overall. Source: the Open Molecules 2025 dataset; level of theory: ωB97M-V with the def2-TZVPD basis set.

Element x y z (Å)
C  -2.703755  2.788913  5.208246
C  -2.314969  1.753320  4.159229
I  -2.892925  -0.215482  4.730227
C  -2.946535  1.978902  2.797605
N  -2.422546  3.253299  2.166995
C  -1.006249  3.120437  1.637601
C  -0.008005  3.955605  2.445074
N  1.339694  3.449319  2.365318
H  -1.899115  2.930438  5.923764
H  -2.921582  3.767025  4.768051
H  -3.588666  2.495325  5.764327
H  -1.235054  1.678372  4.055440
H  -2.683046  1.187079  2.104551
H  -4.030016  2.051721  2.865875
H  -2.444963  4.009552  2.855235
H  -3.058961  3.530241  1.420330
H  -0.742651  2.066414  1.691006
H  -1.022726  3.418584  0.592882
H  -0.306772  3.961290  3.497005
H  -0.035229  4.988656  2.092004
H  1.568255  3.110239  1.435966
H  1.442686  2.627637  2.951163
C  -0.151308  -1.171504  -3.085168
C  -0.226554  -0.036265  -2.109020
C  0.669022  1.155369  -2.396441
O  0.923119  1.661815  -1.062822
C  0.819703  0.627079  -0.206239
O  1.179946  0.670301  0.935935
O  0.254673  -0.432214  -0.793673
H  -0.772483  -2.005732  -2.762489
H  -0.514456  -0.813737  -4.048939
H  0.873508  -1.520393  -3.202989
H  -1.261118  0.293625  -1.973107
H  0.215043  1.929417  -3.004784
H  1.618226  0.848737  -2.834980
C  0.245649  -3.341872  4.741149
C  -0.010250  -4.374244  3.678985
C  -1.006102  -3.980445  2.601742
O  -1.579719  -5.233926  2.235990
C  -1.473684  -6.074651  3.301446
O  -2.018731  -7.121378  3.393080
O  -0.657733  -5.531020  4.237072
H  0.912697  -3.726348  5.510482
H  0.710184  -2.463098  4.290598
H  -0.689195  -3.044031  5.217985
H  0.923791  -4.710702  3.219900
H  -0.563145  -3.514001  1.725886
H  -1.792448  -3.338179  3.011671
C  3.494599  -1.034419  -8.266506
C  3.250648  -0.234883  -7.018302
C  3.094794  -1.026516  -5.729055
O  2.202199  -0.191331  -4.974074
C  1.466850  0.538691  -5.847235
O  0.511535  1.174258  -5.519819
O  1.962712  0.432589  -7.083575
H  3.502295  -0.386269  -9.140516
H  4.462775  -1.531176  -8.198444
H  2.717594  -1.787428  -8.398485
H  4.003330  0.547331  -6.892467
H  4.012519  -1.175586  -5.168984
H  2.602645  -1.984747  -5.911708

Forces on atoms 1 to 3 (eV/Å):
C 0.0 0.0 0.0
C 0.0 0.0 -0.1
I 0.0 -0.2 0.1

Computed properties:
net charge = +1
HOMO = -12.47 eV